{
  "formula": "C37H28AuN4PS",
  "method": "wB97M-V/def2-TZVPD",
  "elements": ["N", "C", "C", "H", "H", "H", "H", "C", "C", "C", "P", "C", "C", "H", "C", "C", "H", "C", "S", "N", "C", "C", "C", "C", "C", "C", "H", "H", "H", "H", "C", "C", "C", "H", "H", "H", "C", "C", "H", "C", "H", "H", "C", "H", "H", "C", "H", "H", "C", "C", "C", "C", "H", "C", "Au", "C", "H", "C", "H", "C", "H", "H", "N", "N", "C", "H", "C", "H", "C", "C", "C", "H"],
  "coordinates": [[-4.1735, -0.9354, 1.3793], [-3.8701, -0.1209, 0.3389], [1.1396, -1.3755, -2.4023], [-4.1935, -0.5086, 2.2992], [6.1004, 0.0813, -0.4628], [-2.8681, 6.4073, 0.2832], [-3.6786, -0.0366, -1.7824], [-0.8635, 3.6814, 0.3924], [5.7522, 0.8204, 1.5215], [-0.3638, -2.1813, 2.6845], [1.4820, 1.7469, 0.1656], [3.1757, 1.3492, 0.6532], [4.8357, 1.3896, 2.3953], [1.5675, 7.2483, -1.1751], [0.4364, 1.3232, -2.3988], [1.5122, 3.4898, -0.2865], [-2.8921, 4.0445, 0.9470], [-1.9804, 4.4638, 0.5407], [-3.5139, 1.5236, 0.6587], [-1.0510, -8.8581, -1.0690], [-0.8510, -5.3838, -0.9721], [-4.4794, -2.2422, 1.2413], [0.3538, 5.6227, -0.4609], [2.6956, 5.4407, -1.0643], [4.0949, 0.7751, -0.2255], [-1.9682, 5.8191, 0.1713], [-0.1984, -0.1531, 3.5327], [-0.7943, 7.4479, -0.5462], [-4.7072, -2.7888, 2.1452], [-0.9180, -4.8206, 2.8447], [-1.0421, -1.4273, 0.7419], [1.1246, 0.7750, -1.3190], [1.5561, 6.1943, -0.9291], [2.8192, 2.0872, 2.6413], [0.1712, 2.3737, -2.3982], [5.1230, 1.6225, 3.4113], [-3.8948, -0.6829, -0.9444], [3.5461, 1.6494, 1.9671], [3.8216, 0.5566, -1.2484], [5.3815, 0.5185, 0.2165], [-0.3962, 0.9453, -4.3343], [1.4394, -2.4156, -2.4173], [-0.8741, -4.9689, 1.7746], [0.2469, -1.4393, -4.3493], [3.6084, 5.8936, -1.4248], [0.4778, -0.8220, -3.4913], [-4.7346, -3.8619, -0.1114], [-0.9231, -7.1046, 1.9473], [2.6781, 4.0830, -0.7288], [-0.8891, -6.4721, -0.1018], [-4.4935, -2.8157, 0.0018], [-0.8962, -6.2588, 1.2750], [-0.7610, -3.2641, -1.1573], [-0.8206, -3.8862, 0.9061], [-0.8840, 1.7138, 0.9140], [-0.8109, -4.0977, -0.4688], [-0.0329, -2.8792, 3.4310], [-0.4281, -0.8250, 2.7244], [-1.3751, -1.3934, -0.2807], [0.3268, 4.2409, -0.1229], [1.9498, -1.0109, -0.4461], [3.5834, 3.4984, -0.8236], [-0.7588, -2.5570, 1.4177], [-0.8613, -0.3661, 1.5024], [0.1188, 0.5200, -3.4834], [6.7579, 0.6073, 1.8570], [-0.9666, -7.8004, -0.6303], [-0.8486, -5.5500, -2.0404], [1.4431, -0.5860, -1.3048], [-0.8195, 6.3937, -0.3031], [-4.2078, -2.0141, -1.1129], [-4.2357, -2.4441, -2.1055]],
  "forces_ev_per_a": [[-0.080, -0.100, -0.291], [0.249, -0.482, -0.106], [-0.003, -0.051, 0.010], [0.051, 0.026, 0.012], [0.003, 0.017, -0.015], [-0.007, 0.005, 0.046], [0.015, 0.006, -0.008], [-0.265, -0.022, 0.199], [-0.070, -0.021, -0.046], [0.082, 0.150, 0.132], [-0.812, 1.191, -1.115], [-0.571, -0.411, 0.899], [0.023, 0.033, 0.074], [0.004, 0.017, 0.018], [0.111, 0.052, 0.024], [0.453, -0.018, 0.120], [-0.044, 0.074, -0.057], [0.004, -0.607, 0.043], [1.155, 1.011, 0.285], [0.017, 0.039, 0.025], [-0.035, -0.057, 0.069], [-0.017, -0.052, 0.171], [-0.171, -0.134, 0.025], [-0.169, 0.335, -0.078], [-0.152, 0.044, -0.115], [0.308, 0.367, -0.007], [0.031, -0.037, 0.035], [-0.007, -0.011, -0.078], [-0.021, 0.062, 0.035], [0.042, 0.005, 0.009], [-0.022, 0.104, -0.150], [-0.026, -0.343, 0.309], [0.268, -0.179, -0.065], [0.057, 0.014, 0.064], [0.000, 0.005, -0.031], [0.011, 0.011, -0.001], [-0.082, 0.121, 0.180], [-0.075, -0.014, -0.102], [0.004, -0.052, 0.003], [0.099, 0.062, 0.018], [0.007, 0.018, 0.000], [-0.020, -0.016, 0.005], [-0.029, 0.174, 0.129], [0.011, 0.023, -0.031], [0.014, -0.005, 0.013], [-0.020, -0.028, 0.029], [-0.026, -0.011, 0.051], [-0.036, 0.012, 0.022], [-0.213, -0.307, 0.069], [-0.075, 0.229, 0.098], [0.065, 0.041, -0.310], [0.012, -0.020, -0.158], [0.066, -0.003, -0.002], [-0.007, -0.442, -0.249], [-0.260, -0.705, -0.351], [0.012, 0.177, 0.019], [-0.035, -0.063, -0.023], [-0.032, -0.099, 0.081], [0.045, -0.073, -0.002], [0.209, 0.062, -0.107], [0.049, -0.064, -0.043], [0.040, 0.015, 0.021], [0.010, 0.216, 0.113], [0.238, 0.064, -0.003], [-0.051, 0.007, -0.055], [0.008, 0.006, 0.004], [0.023, -0.234, -0.096], [0.009, -0.014, -0.003], [-0.028, 0.117, -0.059], [-0.277, -0.091, 0.107], [-0.061, -0.143, 0.206], [-0.006, 0.000, -0.016]],
  "charge": 2,
  "spin_multiplicity": 1,
  "orbital_gap_ha": 0.2129,
  "e_homo_ev": -13.29
}


{
  "formula": "C37H28Cl3F3N3O5OsPS2",
  "method": "wB97M-V/def2-TZVPD",
  "elements": ["C", "C", "C", "C", "C", "C", "C", "H", "C", "H", "H", "S", "H", "C", "H", "C", "C", "H", "C", "C", "F", "C", "C", "H", "N", "H", "Cl", "C", "H", "F", "Cl", "C", "C", "C", "C", "O", "H", "H", "C", "O", "C", "S", "H", "N", "O", "O", "H", "H", "F", "H", "H", "H", "H", "Os", "C", "C", "C", "C", "C", "H", "H", "H", "H", "C", "N", "H", "C", "H", "C", "C", "P", "H", "H", "C", "Cl", "C", "C", "C", "H", "C", "C", "H", "O"],
  "coordinates": [[0.1114, 1.2437, 3.9131], [-1.2535, -2.1590, 3.3894], [0.8377, 1.9917, 0.8627], [0.1941, 3.2071, 1.1669], [1.0155, 3.1521, 5.0652], [-1.0466, 2.1627, 5.8088], [-0.9656, 1.2236, 4.7923], [-0.1221, 3.8556, 6.7419], [-3.4563, -2.6557, 2.5674], [3.6414, 3.3376, -0.5384], [4.8269, -3.0381, 3.7958], [-1.8259, -1.5638, -1.3604], [-4.3113, -1.2198, 1.2231], [3.9425, -2.4552, 3.5772], [-1.7370, 0.4720, 4.6815], [3.1953, -2.7388, 2.4464], [2.0688, 2.1051, 0.1957], [-3.2676, 5.2242, -3.0072], [-2.3628, -2.9853, 3.3573], [-1.6838, -1.9362, -5.3760], [3.7397, -1.8511, -1.5433], [0.7902, 4.4325, 0.9238], [-0.3419, 3.6906, -3.0472], [-2.0806, -4.2559, -2.3217], [0.2687, 0.7414, 1.0832], [-4.2991, -3.3319, 2.5112], [1.1228, -2.3912, 0.7792], [-2.3547, -0.6430, 1.8652], [-1.8353, 5.7108, -3.8137], [3.9829, -3.6485, -2.7199], [2.7726, 0.6462, -0.4237], [-1.6853, -1.4060, -4.1021], [-1.6734, 3.9793, -2.7250], [-0.0591, 3.1273, 5.9440], [-1.2450, -0.9962, 2.6229], [1.5610, -0.8169, -3.2997], [-1.8844, 2.1462, 6.4934], [-2.3658, -3.9004, 3.9349], [2.0650, -1.9895, 2.1680], [1.1103, -2.8344, -2.0422], [-2.3556, 3.0328, -1.9489], [1.7509, -2.2696, -3.2226], [3.4830, -3.5373, 1.7757], [-0.4253, 1.6295, -1.8416], [-1.3184, -5.1053, -7.1235], [-2.0041, -3.1664, -7.9270], [-2.2203, 1.1314, -0.9782], [2.1141, 0.0963, 4.8215], [4.3218, -1.7095, -3.6264], [1.2543, 2.2833, -2.8377], [-2.0233, -5.2128, -4.5857], [-0.9714, -5.4650, -6.3007], [-0.3906, -2.4164, 3.9927], [0.3765, -0.5858, -1.1949], [1.1041, 2.2145, 4.0503], [2.4203, -0.6850, 4.1409], [2.6788, 3.3206, -0.0451], [3.5549, -2.3875, -2.7714], [-1.9595, -3.6135, -3.1836], [4.1247, -1.2141, 5.3176], [0.2290, 4.3766, -3.6598], [1.9429, 2.2314, 3.3644], [-2.3328, 0.2763, 1.2966], [-3.4622, -1.4763, 1.8405], [-2.2741, 5.1374, -3.1172], [-1.5850, -1.2987, -6.2444], [-1.8005, -2.2422, -2.9873], [1.7910, 3.8999, 5.1690], [-1.7031, 1.8921, -1.5463], [3.5482, -1.4359, 4.4296], [0.1946, 0.0708, 2.5356], [-3.3925, 3.1926, -1.6824], [0.2601, 5.3396, 1.1799], [1.6649, -0.9345, 2.9964], [-1.4184, 3.1713, 1.7885], [-1.7153, -3.8240, -6.9650], [0.2268, 2.5242, -2.5893], [-1.7703, -3.3105, -5.5696], [-1.5896, -0.3387, -3.9494], [-1.9181, -4.1403, -4.4612], [2.0459, 4.4887, 0.3435], [2.5198, 5.4429, 0.1601], [1.6338, -3.0157, -4.4332]],
  "forces_ev_per_a": [[-0.144, 0.027, -0.243], [0.057, 0.092, -0.017], [-0.065, -0.144, 0.062], [0.216, -0.180, -0.244], [0.099, 0.027, -0.038], [-0.007, 0.061, 0.057], [0.033, -0.058, 0.005], [-0.006, 0.021, -0.016], [0.002, 0.010, 0.017], [-0.017, 0.040, -0.033], [0.007, -0.009, -0.015], [0.560, 0.287, 0.244], [-0.018, 0.003, -0.019], [-0.044, 0.070, 0.085], [-0.018, 0.040, 0.012], [-0.032, -0.099, -0.193], [-0.340, 0.136, 0.242], [-0.014, 0.052, -0.068], [0.047, -0.095, 0.083], [0.097, 0.029, -0.106], [0.051, -0.044, -0.080], [-0.061, 0.024, 0.031], [-0.031, 0.133, -0.065], [0.022, -0.033, -0.018], [-0.170, -0.021, 0.466], [-0.034, 0.034, 0.030], [0.134, -0.559, 0.145], [-0.032, 0.007, 0.057], [-0.035, 0.005, -0.037], [-0.102, 0.032, -0.078], [0.325, 0.016, -0.010], [-0.002, -0.144, 0.113], [0.071, -0.235, 0.156], [-0.023, -0.037, 0.017], [0.191, 0.045, -0.116], [-0.229, 0.137, -0.051], [0.001, -0.015, 0.000], [-0.006, -0.002, -0.010], [0.081, 0.335, 0.345], [-0.039, 0.046, -0.022], [0.001, 0.138, -0.104], [0.987, -0.523, -0.217], [-0.024, 0.007, -0.014], [0.153, -0.251, -0.137], [0.012, -0.164, -0.206], [0.011, -0.047, -0.006], [0.005, -0.019, 0.025], [0.050, -0.024, -0.001], [-0.046, -0.075, -0.007], [-0.002, -0.019, -0.003], [-0.038, 0.001, 0.017], [0.026, 0.083, 0.118], [-0.002, -0.066, -0.032], [-1.356, 0.411, 0.361], [-0.071, -0.020, 0.015], [-0.100, 0.012, 0.007], [0.161, -0.117, -0.089], [-0.226, 0.148, 0.083], [0.152, 0.156, 0.030], [-0.014, -0.020, 0.016], [0.067, -0.036, 0.023], [0.027, 0.045, 0.026], [0.003, -0.016, -0.118], [-0.007, 0.011, -0.048], [0.021, 0.000, 0.066], [-0.016, 0.011, 0.001], [-0.256, -0.036, -0.189], [-0.020, 0.017, 0.015], [-0.031, 0.069, 0.035], [0.108, 0.005, 0.006], [0.344, 0.217, -0.032], [0.005, -0.044, 0.049], [-0.019, -0.014, 0.020], [-0.277, -0.168, -0.307], [-0.135, 0.046, 0.093], [-0.053, 0.122, -0.007], [0.066, 0.012, -0.040], [-0.018, 0.017, 0.181], [0.036, 0.021, -0.018], [-0.001, -0.090, -0.098], [0.056, 0.047, -0.038], [-0.016, 0.016, 0.010], [-0.087, 0.106, -0.167]],
  "charge": 0,
  "spin_multiplicity": 5,
  "orbital_gap_ha": [0.2408, 0.2655],
  "s_squared": 6.01,
  "e_homo_ev": [-6.54, -7.24]
}


Asked for energy relative to the best compared isomer or geometry (same formula, charge and spin) across the records above, the calculation gives 0.000 0.636 eV in order.
Asked for molecular weight across the records above, the calculation gives 788.7 1043.3 g/mol in order.